Computed, not measured: 15 unconnected molecules or ions with the total composition C73H161N27O10P6, with wB97M-V/def2-TZVPD.

Bonds (Å) are listed after each position.
Element x y z (Å)
1 P -3.45 -5.51 -5.15  O13 1.463, N29 1.678, N37 1.697, N39 1.686
2 P -0.33 7.71 0.04  O15 1.509, N24 1.671, N31 1.653, N32 1.624
3 P -5.93 3.87 -2.08  O11 1.472, N22 1.636, N23 1.665, N34 1.667
4 P 0.47 -0.08 -0.44  O16 1.498, N20 1.628, N21 1.626, N33 1.675
5 P 3.38 -5.15 -3.86  O12 1.494, N27 1.694, N30 1.630, N42 1.654
6 P 3.14 -4.77 5.84  O14 1.476, N18 1.689, N26 1.687, N38 1.681
7 O 3.55 4.16 4.84  C60 1.229
8 O -0.38 2.02 6.50  C108 1.224
9 O 5.00 6.15 0.88  C88 1.207
10 O -5.06 1.46 3.54  C46 1.236
11 O -5.74 3.25 -0.75  P3 1.472
12 O 3.67 -5.43 -2.42  P5 1.494
13 O -3.68 -4.29 -5.92  P1 1.463
14 O 4.09 -5.58 5.06  P6 1.476
15 O -1.47 8.43 0.71  P2 1.509
16 O 1.52 -0.05 -1.51  P4 1.498
17 N -1.39 -5.56 1.35  C92 1.356, C95 1.366
18 N 3.62 -3.16 5.97  P6 1.689, C69 1.490, C107 1.489
19 N -2.43 1.11 6.27  C90 1.446, C108 1.363, H120 1.012
20 N 0.40 1.35 0.33  P4 1.628, C86 1.423, C109 1.450
21 N -1.03 -0.50 -0.93  P4 1.626, C62 1.439, C106 1.444
22 N -6.86 5.20 -1.91  P3 1.636, C93 1.425, C114 1.495
23 N -6.70 3.06 -3.31  P3 1.665, C84 1.503, C115 1.459
24 N -0.53 7.29 -1.56  P2 1.671, C79 1.467, C116 1.411
25 N 5.11 4.75 2.60  C85 1.466, C88 1.374, H233 1.014
26 N 3.01 -5.33 7.43  P6 1.687, C61 1.460, C91 1.441
27 N 2.72 -6.57 -4.50  P5 1.694, C64 1.404, C83 1.426
28 N -5.91 -0.82 -1.09  C45 1.323, C110 1.364
29 N -2.70 -6.69 -6.08  P1 1.678, C72 1.527, C80 1.511
30 N 2.28 -3.98 -4.16  P5 1.630, C67 1.473, C102 1.455
31 N 0.04 6.28 0.79  P2 1.653, C59 1.499, C68 1.455
32 N 0.98 8.66 0.17  P2 1.624, C103 1.430, C104 1.458
33 N 0.90 -1.21 0.72  P4 1.675, C87 1.467, C89 1.399
34 N -4.43 4.46 -2.52  P3 1.667, C48 1.481, C70 1.453
35 N 5.93 -0.03 -2.65  C63 1.288, C71 1.358
36 N 5.32 -1.91 2.48  C78 1.331, C111 1.320
37 N -4.85 -6.17 -4.45  P1 1.697, C55 1.461, C105 1.503
38 N 1.60 -4.88 5.18  P6 1.681, C98 1.492, C113 1.419
39 N -2.42 -5.44 -3.81  P1 1.686, C74 1.482, C76 1.435
40 N 2.31 3.25 -1.93  C96 1.327, C99 1.319
41 N 1.74 3.88 6.15  C60 1.328, C77 1.440, H232 0.994
42 N 4.75 -4.86 -4.74  P5 1.654, C56 1.428, C100 1.463
43 N -4.62 3.33 2.35  C46 1.353, C47 1.474, H121 1.027
44 C -5.28 -2.50 0.47  C94 1.395, C110 1.376, H228 1.068
45 C -6.27 -0.06 -0.08  N28 1.323, C65 1.385, H261 1.074
46 C -4.93 2.68 3.50  O10 1.236, N43 1.353, C52 1.545
47 C -4.72 4.80 2.21  N43 1.474, H146 1.090, H247 1.095, H255 1.096
48 C -4.27 5.30 -3.73  N34 1.481, H140 1.101, H144 1.106, H180 1.105
49 C 5.57 -2.33 0.13  C73 1.377, C111 1.389, H185 1.085
50 C 4.84 1.48 -4.72  C53 1.410, C58 1.419, H136 1.076
51 C 2.49 4.82 -3.76  C81 1.402, C99 1.428, H118 1.130
52 C -4.99 3.57 4.77  C46 1.545, H132 1.081, H162 1.068, H252 1.109
53 C 4.01 0.85 -3.78  C50 1.410, C71 1.366, H182 1.084
54 C 4.15 4.80 -2.03  C81 1.386, C96 1.389, H248 1.065
55 C -4.69 -7.18 -3.40  N37 1.461, H179 1.110, H219 1.092, H269 1.106
56 C 5.74 -5.88 -4.65  N42 1.428, H149 1.082, H207 1.120, H254 1.080
57 C 4.03 6.98 2.92  C88 1.538, H170 1.088, H223 1.057, H226 1.107
58 C 6.25 1.31 -4.58  C50 1.419, C63 1.382, H145 1.036
59 C -0.86 5.80 1.88  N31 1.499, H172 1.122, H213 1.110, H266 1.087
60 C 2.77 3.43 5.44  O7 1.229, N41 1.328, C75 1.506
61 C 3.05 -4.50 8.63  N26 1.460, H117 1.071, H133 1.077, H270 1.105
62 C -2.19 -0.33 -0.11  N21 1.439, H257 1.089, H264 1.095, H268 1.075
63 C 6.66 0.44 -3.60  N35 1.288, C58 1.382, H150 1.161
64 C 3.10 -7.04 -5.77  N27 1.404, H127 1.114, H143 1.095, H210 1.093
65 C -6.17 -0.45 1.25  C45 1.385, C94 1.382, H131 1.091
66 C 5.12 -4.14 1.59  C73 1.415, C78 1.357, H276 1.133
67 C 2.17 -2.86 -3.21  N30 1.473, H163 1.094, H178 1.108, H183 1.106
68 C 1.37 5.72 0.97  N31 1.455, H151 1.085, H197 1.057, H208 1.103
69 C 4.97 -3.01 6.59  N18 1.490, H209 1.107, H211 1.078, H215 1.084
70 C -3.33 3.53 -2.36  N34 1.453, H130 1.094, H256 1.115, H273 1.060
71 C 4.59 0.19 -2.73  N35 1.358, C53 1.366, H253 1.113
72 C -2.86 -6.61 -7.59  N29 1.527, H166 1.077, H187 1.077, H239 1.091
73 C 5.36 -3.68 0.28  C49 1.377, C66 1.415, H224 1.078
74 C -3.07 -4.89 -2.60  N39 1.482, H126 1.076, H195 1.105, H222 1.078
75 C 3.03 1.95 5.36  C60 1.506, H156 1.070, H192 1.068, H258 1.091
76 C -1.01 -5.22 -3.95  N39 1.435, H155 1.066, H161 1.094, H234 1.081
77 C 1.73 5.28 6.46  N41 1.440, H137 1.077, H174 1.118, H177 1.109
78 C 5.16 -3.23 2.60  N36 1.331, C66 1.357, H190 1.126
79 C -1.08 5.97 -1.88  N24 1.467, H169 1.077, H205 1.097, H277 1.122
80 C -2.37 -8.08 -5.57  N29 1.511, H154 1.087, H216 1.125, H240 1.057
81 C 3.72 5.28 -3.25  C51 1.402, C54 1.386, H139 1.064
82 C -0.94 1.10 4.32  C108 1.537, H148 1.088, H186 1.098, H202 1.092
83 C 2.22 -7.55 -3.60  N27 1.426, H175 1.071, H199 1.116, H214 1.135
84 C -6.14 1.72 -3.68  N23 1.503, H173 1.114, H212 1.086, H229 1.071
85 C 5.79 3.67 1.87  N25 1.466, H176 1.118, H196 1.084, H231 1.079
86 C 1.23 1.69 1.43  N20 1.423, H152 1.074, H230 1.108, H272 1.089
87 C 0.14 -1.39 1.96  N33 1.467, H184 1.097, H193 1.093, H244 1.106
88 C 4.78 5.96 2.05  O9 1.207, N25 1.374, C57 1.538
89 C 2.20 -1.72 0.75  N33 1.399, H157 1.109, H191 1.136, H265 1.087
90 C -2.98 1.31 7.60  N19 1.446, H125 1.079, H237 1.128, H251 1.070
91 C 2.76 -6.74 7.59  N26 1.441, H165 1.085, H188 1.111, H203 1.110
92 C -0.68 -6.71 1.20  N17 1.356, C112 1.375, H167 1.113
93 C -7.09 5.82 -0.64  N22 1.425, H164 1.050, H217 1.071, H274 1.089
94 C -5.60 -1.67 1.54  C44 1.395, C65 1.382, H158 1.075
95 C -0.91 -4.45 0.72  N17 1.366, C97 1.400, H119 1.070
96 C 3.37 3.84 -1.39  N40 1.327, C54 1.389, H147 1.065
97 C 0.29 -4.41 -0.01  C95 1.400, C101 1.397, H153 1.086
98 C 1.31 -4.90 3.72  N38 1.492, H122 1.087, H160 1.130, H201 1.104
99 C 1.87 3.74 -3.07  N40 1.319, C51 1.428, H206 1.055
100 C 5.30 -3.55 -5.13  N42 1.463, H124 1.071, H168 1.075, H198 1.094
101 C 1.02 -5.60 -0.07  C97 1.397, C112 1.414, H271 1.167
102 C 1.68 -3.63 -5.44  N30 1.455, H159 1.110, H227 1.087, H262 1.125
103 C 1.98 8.77 -0.84  N32 1.430, H123 1.058, H129 1.094, H241 1.111
104 C 1.05 9.61 1.28  N32 1.458, H235 1.056, H246 1.050, H267 1.101
105 C -5.99 -5.22 -4.21  N37 1.503, H141 1.138, H250 1.112, H259 1.121
106 C -1.20 -0.83 -2.32  N21 1.444, H135 1.111, H181 1.066, H238 1.051
107 C 3.00 -1.98 5.31  N18 1.489, H242 1.112, H249 1.090, H260 1.057
108 C -1.21 1.47 5.79  O8 1.224, N19 1.363, C82 1.537
109 C -0.35 2.44 -0.26  N20 1.450, H218 1.119, H243 1.160, H245 1.092
110 C -5.47 -2.09 -0.83  N28 1.364, C44 1.376, H200 1.075
111 C 5.54 -1.50 1.25  N36 1.320, C49 1.389, H194 1.097
112 C 0.55 -6.75 0.58  C92 1.375, C101 1.414, H189 1.119
113 C 0.42 -4.54 5.89  N38 1.419, H128 1.076, H138 1.110, H225 1.140
114 C -7.65 5.84 -3.01  N22 1.495, H134 1.033, H171 1.058, H275 1.110
115 C -8.15 2.88 -3.26  N23 1.459, H220 1.082, H236 1.089, H263 1.048
116 C -0.97 8.23 -2.51  N24 1.411, H142 1.115, H204 1.116, H221 1.076
117 H 2.44 -4.89 9.42  C61 1.071
118 H 1.98 5.28 -4.66  C51 1.130
119 H -1.54 -3.59 0.74  C95 1.070
120 H -3.13 0.72 5.65  N19 1.012
121 H -4.67 2.82 1.46  N43 1.027
122 H 1.71 -4.05 3.17  C98 1.087
123 H 2.93 9.05 -0.46  C103 1.058
124 H 4.59 -2.77 -4.95  C100 1.071
125 H -3.54 0.44 7.89  C90 1.079
126 H -2.78 -5.42 -1.71  C74 1.076
127 H 3.27 -6.16 -6.43  C64 1.114
128 H 0.20 -3.49 5.88  C113 1.076
129 H 1.72 9.47 -1.64  C103 1.094
130 H -2.95 3.11 -3.29  C70 1.094
131 H -6.66 0.14 2.03  C65 1.091
132 H -4.99 2.89 5.61  C52 1.081
133 H 4.05 -4.41 9.02  C61 1.077
134 H -8.63 5.95 -2.71  C114 1.033
135 H -1.50 0.03 -2.95  C106 1.111
136 H 4.52 2.10 -5.54  C50 1.076
137 H 2.77 5.52 6.62  C77 1.077
138 H -0.42 -5.18 5.52  C113 1.110
139 H 4.31 5.97 -3.79  C81 1.064
140 H -3.77 4.79 -4.57  C48 1.101
141 H -6.23 -5.12 -3.11  C105 1.138
142 H -0.41 9.19 -2.47  C116 1.115
143 H 2.29 -7.66 -6.17  C64 1.095
144 H -5.26 5.65 -4.08  C48 1.106
145 H 6.88 1.80 -5.24  C58 1.036
146 H -4.60 5.01 1.15  C47 1.090
147 H 3.60 3.63 -0.37  C96 1.065
148 H -1.09 0.03 4.22  C82 1.088
149 H 6.18 -6.07 -5.62  C56 1.082
150 H 7.80 0.18 -3.62  C63 1.161
151 H 1.53 5.79 2.04  C68 1.085
152 H 0.57 2.28 2.04  C86 1.074
153 H 0.59 -3.55 -0.59  C97 1.086
154 H -2.11 -8.18 -4.52  C80 1.087
155 H -0.52 -5.84 -4.66  C76 1.066
156 H 2.75 1.68 4.37  C75 1.070
157 H 2.30 -2.78 1.04  C89 1.109
158 H -5.50 -2.06 2.54  C94 1.075
159 H 2.12 -2.69 -5.84  C102 1.110
160 H 0.20 -4.86 3.53  C98 1.130
161 H -0.49 -5.46 -3.02  C76 1.094
162 H -5.91 4.12 4.77  C52 1.068
163 H 2.69 -2.02 -3.68  C67 1.094
164 H -6.94 5.19 0.18  C93 1.050
165 H 3.60 -7.33 7.93  C91 1.085
166 H -2.54 -5.67 -8.01  C72 1.077
167 H -1.16 -7.62 1.61  C92 1.113
168 H 5.51 -3.56 -6.18  C100 1.075
169 H -2.08 6.09 -2.27  C79 1.077
170 H 4.65 7.83 3.18  C57 1.088
171 H -7.52 5.26 -3.88  C114 1.058
172 H -1.86 6.26 1.67  C59 1.122
173 H -6.59 1.39 -4.65  C84 1.114
174 H 1.40 5.88 5.58  C77 1.118
175 H 1.56 -8.14 -4.21  C83 1.071
176 H 6.05 2.78 2.49  C85 1.118
177 H 1.13 5.45 7.38  C77 1.109
178 H 1.09 -2.68 -3.00  C67 1.108
179 H -3.62 -7.44 -3.21  C55 1.110
180 H -3.75 6.25 -3.50  C48 1.105
181 H -0.26 -1.17 -2.70  C106 1.066
182 H 2.94 0.93 -3.92  C53 1.084
183 H 2.65 -3.14 -2.26  C67 1.106
184 H -0.30 -0.45 2.33  C87 1.097
185 H 5.88 -1.95 -0.84  C49 1.085
186 H 0.10 1.43 4.12  C82 1.098
187 H -2.20 -7.35 -8.01  C72 1.077
188 H 2.40 -7.08 6.59  C91 1.111
189 H 1.11 -7.72 0.58  C112 1.119
190 H 4.89 -3.66 3.60  C78 1.126
191 H 2.88 -1.18 1.49  C89 1.136
192 H 2.48 1.30 6.01  C75 1.068
193 H -0.71 -2.05 1.78  C87 1.093
194 H 5.83 -0.47 1.02  C111 1.097
195 H -2.72 -3.85 -2.49  C74 1.105
196 H 5.20 3.35 1.02  C85 1.084
197 H 2.17 6.23 0.50  C68 1.057
198 H 6.19 -3.26 -4.57  C100 1.094
199 H 1.60 -7.14 -2.76  C83 1.116
200 H -5.17 -2.63 -1.71  C110 1.075
201 H 1.85 -5.76 3.27  C98 1.104
202 H -1.59 1.67 3.65  C82 1.092
203 H 1.91 -6.85 8.29  C91 1.110
204 H -0.92 7.74 -3.51  C116 1.116
205 H -0.45 5.40 -2.58  C79 1.097
206 H 0.95 3.31 -3.35  C99 1.055
207 H 5.30 -6.87 -4.34  C56 1.120
208 H 1.42 4.65 0.74  C68 1.103
209 H 5.62 -2.43 5.91  C69 1.107
210 H 4.01 -7.66 -5.76  C64 1.093
211 H 5.37 -4.01 6.62  C69 1.078
212 H -5.06 1.79 -3.84  C84 1.086
213 H -0.54 6.13 2.89  C59 1.110
214 H 3.04 -8.26 -3.27  C83 1.135
215 H 4.88 -2.55 7.57  C69 1.084
216 H -3.30 -8.70 -5.69  C80 1.125
217 H -6.56 6.74 -0.46  C93 1.071
218 H -1.11 2.80 0.48  C109 1.119
219 H -5.09 -6.86 -2.44  C55 1.092
220 H -8.79 3.66 -2.87  C115 1.082
221 H -2.02 8.46 -2.40  C116 1.076
222 H -4.14 -4.83 -2.73  C74 1.078
223 H 3.66 6.57 3.82  C57 1.057
224 H 5.36 -4.37 -0.55  C73 1.078
225 H 0.47 -4.84 6.99  C113 1.140
226 H 3.18 7.35 2.31  C57 1.107
227 H 0.61 -3.46 -5.34  C102 1.087
228 H -4.72 -3.41 0.54  C44 1.068
229 H -6.35 1.06 -2.87  C84 1.071
230 H 1.55 0.87 2.11  C86 1.108
231 H 6.75 4.01 1.50  C85 1.079
232 H 1.19 3.22 6.64  N41 0.994
233 H 4.66 4.44 3.46  N25 1.014
234 H -0.86 -4.15 -4.07  C76 1.081
235 H 2.05 9.63 1.61  C104 1.056
236 H -8.45 2.10 -2.56  C115 1.089
237 H -3.66 2.20 7.74  C90 1.128
238 H -1.94 -1.57 -2.44  C106 1.051
239 H -3.82 -6.87 -8.05  C72 1.091
240 H -1.68 -8.47 -6.28  C80 1.057
241 H 2.20 7.81 -1.35  C103 1.111
242 H 2.24 -1.63 6.04  C107 1.112
243 H -0.81 2.22 -1.30  C109 1.160
244 H 0.77 -1.76 2.79  C87 1.106
245 H 0.33 3.26 -0.51  C109 1.092
246 H 0.39 9.34 2.05  C104 1.050
247 H -3.88 5.16 2.82  C47 1.095
248 H 4.98 5.18 -1.48  C54 1.065
249 H 2.48 -2.29 4.40  C107 1.090
250 H -5.67 -4.18 -4.46  C105 1.112
251 H -2.16 1.46 8.27  C90 1.070
252 H -4.12 4.26 4.75  C52 1.109
253 H 3.92 -0.17 -1.92  C71 1.113
254 H 6.53 -5.61 -3.96  C56 1.080
255 H -5.60 5.28 2.65  C47 1.096
256 H -3.76 2.73 -1.71  C70 1.115
257 H -2.03 0.44 0.65  C62 1.089
258 H 4.05 1.59 5.52  C75 1.091
259 H -6.84 -5.47 -4.90  C105 1.121
260 H 3.70 -1.21 5.08  C107 1.057
261 H -6.81 0.84 -0.31  C45 1.074
262 H 1.81 -4.47 -6.18  C102 1.125
263 H -8.50 2.64 -4.22  C115 1.048
264 H -3.09 0.00 -0.64  C62 1.095
265 H 2.67 -1.56 -0.21  C89 1.087
266 H -0.92 4.71 1.85  C59 1.087
267 H 0.68 10.60 0.99  C104 1.101
268 H -2.51 -1.20 0.44  C62 1.075
269 H -5.16 -8.14 -3.66  C55 1.106
270 H 2.62 -3.55 8.28  C61 1.105
271 H 1.99 -5.65 -0.72  C101 1.167
272 H 2.15 2.22 1.18  C86 1.089
273 H -2.49 3.96 -1.87  C70 1.060
274 H -8.14 6.10 -0.57  C93 1.089
275 H -7.32 6.88 -3.16  C114 1.110
276 H 4.89 -5.21 1.88  C66 1.133
277 H -1.15 5.38 -0.93  C79 1.122

As for the LUMO energy: 0.013 Ha. The value obtained for the total energy is -194760.0306 eV. The calculation puts the HOMO energy at -8.34 eV. Its spin multiplicity is 1.